No. 1
20
Properties=species:S:1:pos:R:3 method="wB97M-V/def2-TZVPD" e_lumo_ev=-3.67 homo_lumo_gap_ev=3.93 relative_energy_kcal_mol=153.8
O -2.0165 -0.4426 1.6054
O -2.4717 2.5080 -0.3775
O -2.8368 1.9557 2.0273
C 0.4966 -0.6497 0.7843
C 1.1528 -1.1415 -0.3212
C 2.5013 -1.1144 -0.6566
C 3.1663 -1.6718 -1.8811
C -1.0239 -0.2943 0.5187
H 0.4622 -1.8203 -0.8946
H 3.0899 -0.5167 -0.0188
H -2.6102 2.3938 0.7331
H 0.9964 -0.2232 1.6106
H -2.2742 0.4931 1.8690
H -1.3014 -0.8882 -0.4059
H 3.2977 -2.7327 -1.7488
H -2.6104 3.3882 -0.7559
H -1.1933 0.7518 0.1852
H -3.2728 2.6214 2.6422
H 2.4527 -1.6537 -2.7633
H 3.9954 -0.9628 -2.1522

No. 2
49
Properties=species:S:1:pos:R:3 method="wB97M-V/def2-TZVPD" e_lumo_ev="-11.87 / -11.34" spin_multiplicity=2 homo_lumo_gap_ev="5.22 / 5.81" charge=+3 s_squared=0.8300 relative_energy_kcal_mol=32.7
Mo -0.1087 0.3949 -0.2129
S -1.3311 1.4253 1.5841
O -1.9761 -0.1435 -0.4379
O -0.3225 0.6900 -2.2785
O 1.0309 1.4146 0.7658
O 4.2130 4.0911 3.0425
O 1.7834 -0.0905 -0.9813
N -0.1000 -2.5580 -3.5892
N -0.2033 -1.4308 -1.6603
N -3.0936 0.1869 0.2060
N 0.0999 -3.7719 -1.5829
C 3.3047 1.3679 0.0959
C 2.5218 2.7735 1.9567
C 3.8469 3.2350 2.1289
C 4.8814 2.7704 1.2794
C -0.2687 -0.5336 -2.6235
C 3.2470 4.6418 3.9675
C 2.9701 0.3953 -0.8649
C -4.2784 -0.2877 -0.2415
C -2.9488 0.9661 1.2980
C 0.0280 -3.6516 -4.5583
C -0.0562 -2.6600 -2.2682
C 2.3116 1.8706 0.9542
C -5.4057 0.0459 0.4599
C -4.0838 1.3146 2.0273
C -5.3098 0.8504 1.6030
C 4.6195 1.8679 0.2942
C -0.2310 -1.1539 -3.9773
C 3.9439 -0.1764 -1.8369
H -1.1554 -0.9656 -4.5305
H 3.9307 -1.2636 -1.7475
H 3.6061 0.0813 -2.8431
H 5.8796 3.1530 1.4420
H -0.3950 -4.5643 -4.1437
H 0.1031 -3.7524 -0.5758
H -6.3616 -0.3207 0.1127
H 1.7075 3.1153 2.5758
H 4.9593 0.1782 -1.7124
H 5.4348 1.5326 -0.3284
H 1.0707 -3.8066 -4.8302
H 2.8179 3.8415 4.5686
H 3.8141 5.3171 4.5968
H -4.2449 -0.8986 -1.1301
H -3.9788 1.9415 2.9017
H 0.6120 -0.7999 -4.5747
H -6.2042 1.1122 2.1530
H 0.2411 -4.6626 -2.0348
H 2.4858 5.1940 3.4184
H -0.5488 -3.3963 -5.4437

No. 3
20
Properties=species:S:1:pos:R:3 method="wB97M-V/def2-TZVPD" e_lumo_ev="-0.75 / -0.79" homo_lumo_gap_ev="6.23 / 6.20" relative_energy_kcal_mol=23.2
Ce -0.6548 0.1413 1.0635
Br -1.5369 1.9856 2.8344
N 1.7088 0.1421 1.2129
C -2.1244 -0.0869 -1.0216
C -2.5484 -1.0755 -0.0514
C -0.8245 -0.4615 -1.4892
C -1.4750 -2.0425 0.0822
C 1.4459 1.6492 -0.2925
C -0.4182 -1.6579 -0.8201
C 2.6014 0.9995 0.4482
H 3.1552 1.7343 1.0873
H 2.2641 -0.5093 1.7903
H 1.2960 1.3653 -1.3292
H 1.1554 2.6562 0.0036
H -2.7029 0.7784 -1.3513
H -0.2364 0.0777 -2.2446
H -3.4728 -1.0603 0.5154
H 3.3082 0.4541 -0.2171
H -1.4628 -2.9002 0.7514
H 0.5222 -2.1896 -0.9723

No. 4
14
Properties=species:S:1:pos:R:3 method="wB97M-V/def2-TZVPD" e_lumo_ev=-3.84 homo_lumo_gap_ev=9.51 charge=+1 relative_energy_kcal_mol=17.6
O -1.3757 1.3973 -0.2589
O 6.1646 1.6332 1.4809
O -2.0153 -0.2952 -1.6192
N -1.5849 -2.1754 0.1186
C -1.0992 -0.7926 0.5055
C -1.5434 0.1417 -0.6058
H -1.3570 1.9837 -1.0389
H -2.0811 -2.0481 -0.7781
H -0.8961 -2.8730 -0.0703
H -2.2811 -2.5229 0.7778
H 6.3844 2.4008 0.9383
H -0.0291 -0.8447 0.5405
H -1.5548 -0.5742 1.4462
H 6.6999 0.9412 1.0664

No. 5
69
Properties=species:S:1:pos:R:3 method="wB97M-V/def2-TZVPD" e_lumo_ev=-4.19 homo_lumo_gap_ev=5.62 charge=+1
S -0.9190 5.1452 -0.8488
S 1.3431 -0.2534 2.4652
S -0.0450 0.8660 -2.9849
S 4.5449 -3.0230 5.7518
S -1.3215 3.1362 5.2771
O 0.1055 2.7219 5.2692
O 0.4944 4.6946 -0.9213
O 3.9660 -2.2648 4.6056
O -1.7800 -4.7608 -2.5334
O -1.0396 -0.2132 -3.3185
O -1.0969 -5.0627 -4.6725
O 0.8144 0.5106 1.2875
O 0.3507 -3.1952 -4.5167
O -0.7633 -3.7019 -6.6021
N -5.4467 -2.9027 -5.2584
C 1.4980 0.0212 -2.6338
C -4.1595 -4.8336 -4.9100
C -1.7530 3.5079 3.5722
C 6.3051 -3.1674 5.4341
C 2.7197 -1.2386 1.8887
C -1.4024 5.6205 -2.5135
C -4.5490 -2.1160 -4.6453
C -5.2871 -4.2266 -5.4073
C -1.9557 -4.6578 -3.7026
C 4.1507 -4.7516 5.4739
C -3.2152 -4.0441 -4.2586
C -3.4079 -2.6738 -4.1195
C -0.9137 6.8077 -0.1686
C -0.3537 1.3697 -1.3041
C 2.3173 0.8910 3.4328
C -1.3648 4.8335 5.8641
B -0.4454 -3.9683 -5.2892
H 1.6409 1.6298 3.8597
H 0.4429 2.0388 -0.9808
H -1.0202 4.2002 3.1572
H -0.2185 7.4284 -0.7333
H -1.3045 1.9015 -1.2754
H 3.2038 -1.6849 2.7596
H -4.7441 -1.0557 -4.5911
H 6.7532 -3.8218 6.1814
H 0.0218 -3.4298 -7.0924
H -1.4232 4.7181 -3.1215
H -4.0052 -5.8968 -5.0173
H 6.7378 -2.1725 5.5126
H -2.7550 3.9364 3.5369
H -0.6718 6.3212 -2.9172
H -2.6674 -2.0583 -3.6169
H -6.2854 -2.4750 -5.6315
H 4.4573 -5.0373 4.4679
H -0.6625 5.4348 5.2869
H 2.2217 0.7428 -2.2570
H -0.3963 0.4974 -0.6561
H -2.3780 5.2238 5.7682
H -0.5891 6.7397 0.8675
H 1.8667 -0.4159 -3.5607
H 3.0500 1.3782 2.7886
H -1.0724 4.8281 6.9118
H 4.6596 -5.3614 6.2200
H 3.0741 -4.8661 5.5801
H 3.4165 -0.6021 1.3413
H 2.8125 0.3402 4.2331
H 1.3169 -0.7585 -1.8946
H -1.7308 2.5735 3.0144
H -1.9218 7.2200 -0.2121
H 2.3313 -2.0137 1.2293
H -2.3949 6.0706 -2.4888
H 0.4337 -2.3047 -4.8808
H 6.4623 -3.5627 4.4308
H -6.0523 -4.7769 -5.9332

No. 6
14
Properties=species:S:1:pos:R:3 method="wB97M-V/def2-TZVPD" e_lumo_ev=-5.64 homo_lumo_gap_ev=9.52 charge=+1 relative_energy_kcal_mol=142.5
N -1.0596 -0.4085 -0.7422
C -0.1240 -1.2854 -0.6900
C 0.8215 -1.6215 0.0957
C -2.0583 -0.0992 0.2582
C 1.0917 -0.3607 0.4869
C 1.9900 0.6810 -0.1011
H 1.5526 1.6432 0.1006
H -2.0745 -0.7158 1.0666
H -3.0941 -0.0156 -0.2873
H 1.1494 -0.1652 1.5889
H -1.2465 0.0901 -1.6215
H -1.9730 0.9909 0.7144
H 2.0445 0.4692 -1.2267
H 2.9803 0.7975 0.3576

no.,total energy (Eh)
1,-423.208720
2,-1758.548264
3,-3376.515209
4,-361.235098
5,-3379.329359
6,-249.598053